(1)
# C37H82BrIN9O10PS2

A 8-piece molecular cluster, C37H82BrIN9O10PS2 overall (ωB97M-V/def2-TZVPD, the Open Molecules 2025 dataset).

Summary:
* SMILES: CC[C@H](Br)[PH](I)(CCCSC(=S)N1CCOCC1)OCCNC[C@H](C)O.CN(C)C=O.CN(C)C=O.CN(C)C=O.CN(C)C=O.CN(C)C=O.CN(C)C=O.CN(C)C=O
* HOMO level: -7.832 eV
* E_tot: -6713.6132 hartree

Each line ends with the Mulliken charge.
Atoms and positions in Å:
C (-1.6207, -3.4628, 0.7615)  -1.316
C (-0.9991, -2.0664, 0.5835)  -0.249
C (-1.0957, -1.5778, -0.8518)  -0.260
Br (0.3266, -2.3160, -1.9362)  -0.122
P (-1.1957, 0.2394, -1.1700)  0.223
I (0.6238, 0.8354, 0.7139)  -0.288
C (-0.0848, 0.9952, -2.3890)  -1.227
C (-0.3837, 2.4963, -2.5385)  -0.103
C (0.8363, 3.4314, -2.5345)  -1.230
S (2.2770, 2.6865, -3.3243)  0.000
C (3.5322, 2.5530, -2.1013)  -0.079
S (4.4372, 1.2118, -2.1411)  -0.198
N (3.7744, 3.5768, -1.1760)  0.079
C (3.5328, 4.9541, -1.6603)  -0.199
C (3.3284, 5.8790, -0.4738)  -0.595
O (4.2216, 5.5475, 0.5551)  -0.435
C (3.8048, 4.3418, 1.1716)  -0.700
C (3.2609, 3.3125, 0.1715)  0.014
O (-2.4245, 0.0555, -2.3329)  -0.570
C (-3.7511, 0.4591, -2.0166)  -1.069
C (-3.9723, 1.9432, -2.2156)  0.012
N (-5.3822, 2.2489, -2.0114)  -0.267
C (-5.7786, 3.6259, -2.3216)  -1.042
C (-5.0943, 4.7052, -1.4910)  0.782
C (-5.4961, 4.6798, -0.0270)  -1.321
O (-5.4651, 5.9864, -2.0317)  -0.569
H (-0.8440, -4.2193, 0.6833)  0.242
H (-2.0465, -3.5733, 1.7507)  0.396
H (-2.3577, -3.6913, -0.0036)  0.332
H (0.0348, -2.1109, 0.9054)  0.306
H (-1.5281, -1.3571, 1.2205)  0.497
H (-2.0098, -1.9797, -1.2718)  0.419
H (-2.0385, 0.9493, -0.3214)  0.252
H (0.9394, 0.7962, -2.0999)  0.812
H (-0.3171, 0.4728, -3.3123)  0.437
H (-1.0055, 2.8364, -1.7077)  -0.041
H (-0.9557, 2.6748, -3.4431)  0.302
H (0.5805, 4.3102, -3.1227)  0.501
H (1.0644, 3.7766, -1.5320)  0.582
H (2.6631, 5.0367, -2.3086)  0.148
H (4.4346, 5.2602, -2.1869)  0.375
H (2.2891, 5.8340, -0.1232)  0.250
H (3.4982, 6.9051, -0.7903)  0.413
H (4.6666, 3.9582, 1.7078)  0.341
H (3.0125, 4.5674, 1.8933)  0.340
H (2.1731, 3.2724, 0.2204)  -0.164
H (3.6180, 2.3296, 0.4669)  0.372
H (-4.0298, 0.1572, -0.9988)  0.352
H (-4.4219, -0.0682, -2.6916)  0.376
H (-3.3442, 2.4903, -1.4991)  0.135
H (-3.6559, 2.2327, -3.2163)  0.262
H (-5.6142, 2.0404, -1.0465)  0.348
H (-5.5600, 3.8165, -3.3721)  0.474
H (-6.8511, 3.6996, -2.1541)  0.311
H (-4.0090, 4.6218, -1.5563)  0.042
H (-4.6746, 4.2936, 0.5666)  0.181
H (-5.7080, 5.6936, 0.2974)  0.410
H (-6.3869, 4.0734, 0.1404)  0.337
H (-5.0540, 6.0591, -2.9012)  0.323
C (-1.3659, -8.8700, 3.5912)  -0.779
N (-1.4875, -7.5304, 3.0668)  0.183
C (-0.5068, -6.5211, 3.4452)  -0.772
C (-2.4873, -7.1826, 2.2406)  0.059
O (-2.6387, -6.0697, 1.7692)  -0.519
H (-1.4084, -8.8574, 4.6812)  0.279
H (-0.4176, -9.3189, 3.2868)  0.227
H (-2.1799, -9.4851, 3.2101)  0.328
H (-1.0094, -5.6916, 3.9435)  0.267
H (-0.0139, -6.1298, 2.5546)  0.272
H (0.2349, -6.9371, 4.1200)  0.244
H (-3.1776, -8.0164, 2.0211)  0.218
C (-8.4650, 9.1575, -4.0602)  -0.905
N (-7.8314, 8.0935, -4.8083)  0.100
C (-8.3024, 7.7792, -6.1460)  -0.945
C (-6.8129, 7.3759, -4.3015)  0.362
O (-6.2468, 6.4746, -4.8976)  -0.663
H (-9.5258, 8.9478, -3.9076)  0.333
H (-8.3722, 10.1108, -4.5848)  0.334
H (-7.9865, 9.2478, -3.0873)  0.302
H (-8.6462, 6.7461, -6.1987)  0.291
H (-7.4996, 7.9006, -6.8734)  0.294
H (-9.1230, 8.4464, -6.3985)  0.385
H (-6.5205, 7.6860, -3.2881)  0.158
C (0.9834, 2.3857, -9.0092)  -0.931
N (1.0320, 2.6693, -7.5919)  0.176
C (2.2766, 2.5095, -6.8565)  -0.822
C (-0.0435, 3.0786, -6.8976)  0.056
O (-0.0382, 3.3150, -5.7004)  -0.546
H (1.2522, 1.3460, -9.2056)  0.334
H (1.6718, 3.0315, -9.5579)  0.327
H (-0.0252, 2.5593, -9.3794)  0.290
H (2.1306, 1.7892, -6.0529)  0.203
H (2.5643, 3.4579, -6.4029)  0.294
H (3.0663, 2.1657, -7.5196)  0.401
H (-0.9508, 3.1787, -7.5161)  0.253
C (2.4813, -10.1120, 7.9884)  -0.946
N (1.6117, -9.4701, 7.0237)  0.116
C (0.8753, -10.2956, 6.0836)  -0.831
C (1.4738, -8.1334, 6.9774)  0.106
O (0.7695, -7.5165, 6.2002)  -0.555
H (3.2616, -10.6859, 7.4847)  0.334
H (1.9143, -10.7872, 8.6322)  0.337
H (2.9541, -9.3554, 8.6105)  0.296
H (1.1435, -10.0405, 5.0583)  0.247
H (-0.1980, -10.1467, 6.2010)  0.254
H (1.1138, -11.3399, 6.2680)  0.396
H (2.0854, -7.6190, 7.7384)  0.247
C (4.1117, -2.0426, -0.2587)  -0.664
N (4.2551, -3.0956, 0.7261)  0.247
C (5.5669, -3.3833, 1.2897)  -0.924
C (3.2090, -3.8242, 1.1422)  0.312
O (3.2702, -4.7189, 1.9711)  -0.701
H (4.7240, -2.2595, -1.1368)  0.321
H (4.4216, -1.0812, 0.1561)  0.343
H (3.0715, -1.9630, -0.5680)  -0.029
H (5.8530, -4.4097, 1.0875)  0.331
H (5.5388, -3.2410, 2.3718)  0.276
H (6.3015, -2.7119, 0.8537)  0.355
H (2.2611, -3.5348, 0.6544)  0.109
C (9.3246, -6.7364, 4.2793)  -0.919
N (8.3907, -6.3215, 3.2562)  0.133
C (6.9984, -6.7397, 3.3395)  -0.880
C (8.7575, -5.5525, 2.2148)  0.110
O (7.9898, -5.1883, 1.3447)  -0.558
H (9.3965, -7.8253, 4.3223)  0.331
H (9.0143, -6.3708, 5.2605)  0.338
H (10.3102, -6.3330, 4.0553)  0.287
H (6.7196, -7.3188, 2.4592)  0.278
H (6.3342, -5.8770, 3.3890)  0.256
H (6.8674, -7.3491, 4.2305)  0.370
H (9.8253, -5.2754, 2.2262)  0.255
C (-1.0652, 4.0876, 4.5347)  -0.937
N (-1.8313, 4.7942, 3.5297)  0.123
C (-2.4896, 6.0432, 3.8720)  -0.951
C (-1.9518, 4.3270, 2.2748)  0.490
O (-2.5799, 4.8903, 1.3923)  -0.674
H (-1.6974, 3.8079, 5.3801)  0.368
H (-0.2452, 4.7069, 4.9045)  0.351
H (-0.6463, 3.1825, 4.0978)  0.263
H (-3.5660, 5.9647, 3.7168)  0.279
H (-2.1216, 6.8556, 3.2448)  0.284
H (-2.2905, 6.2734, 4.9159)  0.388
H (-1.4176, 3.3799, 2.1092)  0.023

---

(2)
# C37H82N2O22PS2

A 7-piece molecular cluster, C37H82N2O22PS2 overall (ωB97M-V/def2-TZVPD, the Open Molecules 2025 dataset).

Summary:
* total charge: -1
* HOMO level: -4.471 eV
* E_tot: -4361.5441 hartree

Each line ends with the Mulliken charge.
Atoms and positions in Å:
C (-1.9579, -5.0620, 1.8865)  -1.307
C (-0.7499, -4.4512, 1.1775)  -0.289
C (-0.2063, -5.3254, 0.0444)  -0.975
C (0.3859, -4.4828, -1.1073)  -0.911
N (-0.6683, -4.1273, -2.0391)  0.030
P (-0.1550, -3.8363, -3.7879)  0.404
S (0.7511, -3.7339, -5.8558)  -0.445
C (-1.4440, -5.1711, -4.3931)  -2.003
C (-2.9528, -4.9778, -4.2166)  -0.711
C (-3.4870, -4.3325, -2.9438)  0.193
S (-5.2936, -4.2463, -2.9299)  1.350
O (-5.8527, -5.2585, -2.0745)  -0.755
O (-5.6776, -2.9162, -2.5771)  -0.682
O (-5.8183, -4.4847, -4.4203)  -0.564
C (1.1512, -2.5848, -3.1052)  -1.325
O (1.4875, -1.5200, -4.0222)  -0.196
C (2.0227, -0.4145, -3.3519)  -0.728
C (0.9776, 0.5562, -2.7689)  0.402
C (0.5963, 1.7282, -3.6834)  -1.121
N (-1.2781, -2.4853, -3.9978)  -0.131
C (-1.9078, -2.0764, -5.2113)  -0.784
C (-1.4350, -0.7363, -5.7944)  -1.055
H (-1.6608, -5.9705, 2.4041)  0.358
H (-2.3399, -4.3700, 2.6342)  0.320
H (-2.7220, -5.2721, 1.1427)  0.309
H (-0.9386, -3.4371, 0.8362)  0.338
H (0.0389, -4.3592, 1.9250)  0.291
H (-0.9165, -6.0705, -0.3142)  0.476
H (0.6375, -5.8888, 0.4481)  0.422
H (1.2228, -5.0623, -1.5212)  0.450
H (0.8128, -3.6179, -0.6002)  0.326
H (-1.2041, -4.9842, -2.1125)  -0.251
H (0.7770, -4.9407, -3.6508)  0.256
H (0.7503, -2.4611, -6.2768)  0.098
H (-1.1398, -6.1274, -3.9620)  0.457
H (-1.2445, -5.2874, -5.4517)  0.658
H (-3.3626, -4.4357, -5.0636)  0.391
H (-3.4455, -5.9543, -4.2922)  0.603
H (-3.1697, -3.3207, -2.7475)  0.034
H (-3.2761, -4.9401, -2.0708)  0.330
H (-5.8989, -5.4435, -4.5681)  0.366
H (0.7254, -2.0790, -2.2391)  0.592
H (2.1001, -3.0804, -2.8682)  0.233
H (2.6036, 0.1440, -4.0864)  0.455
H (2.6958, -0.7413, -2.5503)  0.336
H (1.3719, 0.9370, -1.8265)  0.113
H (0.0804, 0.0015, -2.5099)  0.125
H (1.3508, 1.9663, -4.4253)  0.330
H (0.4329, 2.5988, -3.0514)  0.246
H (-0.3692, 1.5244, -4.1322)  0.140
H (-1.5982, -2.0445, -3.1523)  0.310
H (-2.9655, -1.8595, -4.9726)  0.357
H (-2.0103, -2.8359, -5.9773)  0.389
H (-0.3530, -0.6355, -5.7639)  0.159
H (-1.8659, 0.0561, -5.1836)  0.279
H (-1.7889, -0.6028, -6.8154)  0.361
C (-5.4079, -5.7835, 7.3232)  -1.075
C (-4.3351, -6.3716, 6.4307)  -0.232
O (-3.4594, -5.3630, 5.9101)  -0.245
C (-2.5604, -4.8831, 6.7670)  0.688
O (-2.4169, -5.2252, 7.9143)  -0.582
O (-1.8533, -3.9408, 6.1422)  -0.241
C (-0.9092, -3.2667, 6.9749)  -0.683
H (-5.9545, -5.0015, 6.7947)  0.273
H (-6.1096, -6.5577, 7.6339)  0.359
H (-4.9741, -5.3354, 8.2160)  0.310
H (-4.7932, -6.8348, 5.5590)  0.302
H (-3.7574, -7.1383, 6.9472)  0.312
H (-0.2489, -3.9743, 7.4714)  0.297
H (-1.4276, -2.6543, 7.7115)  0.295
H (-0.3236, -2.6244, 6.3235)  0.219
C (7.9070, 3.9706, -4.2426)  -1.111
C (6.4694, 4.4112, -4.4248)  -0.178
O (5.5431, 3.4070, -3.9958)  -0.343
C (5.3908, 3.2890, -2.6747)  0.667
O (5.9434, 3.9590, -1.8362)  -0.583
O (4.5293, 2.3039, -2.4457)  -0.140
C (4.3281, 2.0053, -1.0622)  -0.724
H (8.0781, 3.0170, -4.7436)  0.293
H (8.5882, 4.7151, -4.6558)  0.365
H (8.1450, 3.8351, -3.1887)  0.304
H (6.2609, 4.5652, -5.4821)  0.306
H (6.2688, 5.3506, -3.9091)  0.302
H (4.0395, 2.8950, -0.5070)  0.317
H (5.2332, 1.5700, -0.6398)  0.340
H (3.5250, 1.2772, -1.0035)  0.139
C (-3.5053, 7.0589, -3.0205)  -1.085
C (-2.4446, 7.4555, -4.0256)  -0.166
O (-1.2136, 7.8278, -3.3887)  -0.397
C (-0.4793, 6.8099, -2.9328)  0.770
O (-0.7493, 5.6419, -3.0244)  -0.543
O (0.6100, 7.3113, -2.3446)  -0.348
C (1.4496, 6.3216, -1.7391)  -0.491
H (-3.6506, 7.8539, -2.2873)  0.292
H (-4.4520, 6.8641, -3.5242)  0.353
H (-3.2154, 6.1605, -2.4781)  0.300
H (-2.7656, 8.3392, -4.5746)  0.288
H (-2.2646, 6.6633, -4.7520)  0.314
H (1.7175, 5.5454, -2.4526)  0.251
H (0.9503, 5.8811, -0.8773)  0.233
H (2.3491, 6.8342, -1.4099)  0.215
C (-6.8852, -2.4334, 0.0316)  -0.853
C (-6.0756, -2.6348, 1.2919)  -0.053
O (-6.1393, -1.4952, 2.1778)  -0.357
C (-7.2560, -1.3653, 2.8780)  0.742
O (-8.2040, -2.1093, 2.8744)  -0.561
O (-7.1563, -0.2467, 3.6138)  -0.327
C (-8.3278, 0.0607, 4.3656)  -0.650
H (-6.5832, -1.5176, -0.4744)  0.280
H (-6.7458, -3.2683, -0.6394)  0.095
H (-7.9494, -2.3481, 0.2589)  0.344
H (-5.0227, -2.7423, 1.0377)  0.239
H (-6.3772, -3.5353, 1.8270)  0.300
H (-8.6289, -0.7815, 4.9853)  0.289
H (-9.1411, 0.3432, 3.6980)  0.291
H (-8.0779, 0.9050, 5.0029)  0.217
C (-1.3443, 3.9866, 2.6451)  -1.059
C (-0.7055, 2.6172, 2.5510)  -0.179
O (0.6021, 2.6763, 1.9615)  -0.274
C (1.5769, 3.1258, 2.7481)  0.609
O (1.4704, 3.4662, 3.8994)  -0.580
O (2.7034, 3.1394, 2.0316)  -0.150
C (3.8369, 3.6804, 2.7140)  -0.759
H (-1.3597, 4.4663, 1.6653)  0.235
H (-2.3664, 3.9032, 3.0141)  0.360
H (-0.7874, 4.6351, 3.3204)  0.312
H (-1.2914, 1.9795, 1.8925)  0.288
H (-0.6550, 2.1281, 3.5235)  0.314
H (3.9980, 3.1794, 3.6657)  0.333
H (3.7052, 4.7507, 2.8679)  0.354
H (4.7018, 3.5181, 2.0765)  0.204
C (10.4671, 4.7595, 3.2783)  -1.105
C (9.0277, 5.1911, 3.0932)  -0.224
O (8.1054, 4.1819, 3.5289)  -0.307
C (7.9520, 4.0685, 4.8480)  0.751
O (8.4942, 4.7379, 5.6900)  -0.562
O (7.0900, 3.0755, 5.0748)  -0.296
C (6.8838, 2.7780, 6.4576)  -0.707
H (10.6440, 3.8042, 2.7824)  0.295
H (11.1434, 5.5055, 2.8610)  0.360
H (10.7066, 4.6314, 4.3329)  0.311
H (8.8177, 5.3376, 2.0355)  0.314
H (8.8208, 6.1315, 3.6037)  0.310
H (6.5965, 3.6689, 7.0112)  0.323
H (7.7850, 2.3420, 6.8862)  0.312
H (6.0779, 2.0512, 6.5029)  0.231

---

Look up the HOMO level of the first one.
-7.832 eV

---

Which value of E_tot does entry 1 give?
-6713.6132 hartree